A structure of composition C37H45LaN6O4 in a non-equilibrium geometry. Source: the OMol25 dataset; level of theory: ωB97M-V/def2-TZVPD.

Last column: Löwdin charge in e.
Cartesian coordinates (Å):
H -0.24 3.84 -2.65  0.10
C 2.14 1.54 0.29  -0.14
C 4.78 -2.24 -1.51  -0.08
H 1.39 2.75 -4.02  0.09
H 5.53 -1.48 0.30  0.11
H -6.98 -2.99 -0.39  0.08
C 2.21 -1.97 -0.45  -0.19
C -3.35 -1.90 0.46  -0.21
H -2.34 -3.08 -2.35  0.05
H 3.91 -0.40 1.90  0.10
H 1.49 -2.76 -3.78  0.09
C -4.94 -3.29 -0.87  -0.04
C 3.19 -1.28 1.76  -0.05
C 3.16 1.98 0.84  -0.19
H -5.53 3.32 0.43  0.07
H 0.03 0.00 -3.25  0.09
C 3.32 -1.68 0.33  -0.22
H 3.10 2.68 -3.43  0.12
O -0.32 0.59 2.36  -0.31
H 1.72 -4.08 0.82  0.13
H 7.58 2.19 1.41  0.08
C 5.19 3.73 3.35  -0.10
O -2.58 3.06 2.63  0.06
C -5.52 3.28 -0.63  -0.01
C 6.66 2.52 1.78  -0.10
H -0.89 -3.52 3.10  0.09
H 2.02 4.28 -1.91  0.12
C 4.64 -1.87 -0.19  -0.03
C -4.48 -1.34 1.08  -0.24
H -1.16 -1.65 3.44  0.12
C 5.52 2.09 1.09  -0.06
H -5.14 -3.95 -1.63  0.08
H -5.40 4.31 -1.04  0.10
La -0.34 0.56 0.04  1.99
H -0.28 3.58 -1.01  0.06
C 2.04 2.48 -3.23  -0.15
H -3.29 -0.23 2.48  0.07
H 3.74 -2.96 -3.32  0.11
C 3.68 -2.62 -2.29  -0.05
C -2.52 -3.58 -1.43  -0.05
H 1.98 2.74 -0.96  0.03
H 5.07 4.28 4.31  0.11
H 1.13 -3.47 2.49  0.12
C -4.35 -0.30 2.15  -0.04
H 2.21 0.61 -4.11  0.11
H -4.69 0.77 1.83  0.11
C -5.99 -2.75 -0.12  -0.09
C 1.27 -2.82 -2.70  -0.05
C -4.48 1.55 -2.22  -0.05
C -3.36 1.98 -0.38  -0.16
H -3.05 2.32 0.60  0.09
H 0.26 -2.39 -2.71  0.06
H -4.95 -0.58 3.03  0.09
H -6.57 2.88 -0.92  0.12
H -5.36 1.51 -2.82  0.11
H -0.02 1.53 -2.72  0.05
C 6.46 3.24 2.92  -0.11
C -1.54 2.58 2.24  -0.62
H 3.00 3.77 2.87  0.12
H 2.21 -0.98 2.19  0.08
C 1.59 3.22 -1.94  -0.32
C -1.44 -2.57 2.87  0.03
C 1.85 0.94 -3.14  -0.31
N 0.87 -1.68 0.07  0.03
C -1.13 -2.21 1.41  -0.20
H 5.68 1.46 0.20  0.11
H 0.06 -4.46 1.60  0.09
N -2.10 -1.43 0.81  0.04
H 7.15 3.46 3.71  0.09
C 0.23 -2.47 0.90  -0.31
H 5.77 -2.40 -1.91  0.10
H -6.71 -1.23 1.16  0.13
C -3.59 -2.91 -0.58  -0.15
H 1.12 -3.84 -2.44  0.07
C -5.78 -1.76 0.83  -0.06
C 4.03 3.48 2.63  0.00
C 0.83 -3.70 1.44  -0.01
H -1.51 -3.65 -0.92  0.07
C 4.27 2.58 1.47  -0.24
C 2.39 -2.38 -1.80  -0.21
N 0.56 0.66 -2.64  -0.08
H -2.96 -0.01 -2.75  0.10
H -2.78 -4.65 -1.66  0.10
O -0.70 1.61 4.35  0.06
H -2.51 -2.55 3.01  0.08
C -3.35 0.77 -2.12  -0.14
N 0.17 3.30 -1.87  -0.04
H 3.53 -2.14 2.34  0.08
N -4.50 2.34 -1.08  -0.09
O -1.08 2.72 1.04  -0.24
N -2.66 1.09 -0.99  -0.08
C -0.84 1.55 3.13  -0.52
H 2.56 0.49 -2.54  0.07

Properties
energy above the lowest of the compared OMol25 structures with the same formula, charge and spin = 68.5 kcal per mole
HOMO-LUMO gap (spin up / spin down) = 4.87 / 4.87 eV

=====

A structure of composition C37H46AlF4O4S in a non-equilibrium geometry. Source: the OMol25 dataset; level of theory: ωB97M-V/def2-TZVPD.

Last column: Löwdin charge in e.
Cartesian coordinates (Å):
Al 5.33 -6.42 -2.97  0.04
H -0.23 5.33 -0.50  0.09
H -6.90 -0.04 5.71  0.08
H 5.46 2.91 -0.98  0.12
O -4.14 1.56 -5.43  -0.35
C -3.40 1.23 5.63  -0.06
H -1.80 -3.14 1.92  0.10
C -2.39 0.81 -2.50  -0.24
H -2.06 3.65 -2.49  0.10
C -1.58 -0.12 -0.11  0.00
C -2.87 0.37 4.44  -0.02
C 4.87 0.39 0.49  -0.22
C -4.81 -0.30 -3.40  -0.18
S -5.22 1.14 -4.48  0.71
H -2.69 1.97 6.16  0.08
H 5.56 -1.43 -1.53  0.11
C 4.36 2.69 -0.70  -0.22
H 3.37 1.88 1.24  0.10
C -5.82 0.08 5.38  -0.08
H 5.14 2.38 1.45  0.11
H 3.25 0.08 -1.14  0.09
C -1.96 -1.57 -0.70  -0.26
H 1.65 4.73 0.38  0.10
H 4.48 -3.96 -0.41  0.11
C -5.92 2.55 -3.46  -0.15
C -0.89 2.73 0.92  0.00
C -4.28 -2.77 -1.57  0.02
C -4.88 1.07 6.11  -0.09
C 4.54 -1.75 -1.10  -0.19
O -1.93 1.40 -3.50  0.07
F 6.55 -6.91 -4.16  -0.26
H 4.06 4.75 0.11  0.11
H 3.01 -0.93 0.40  0.10
H 3.94 2.06 -1.56  0.10
C -3.52 -0.33 -2.54  0.00
H 1.65 4.36 -2.48  0.10
C 3.52 4.07 -0.65  -0.22
C -0.32 4.75 -1.50  -0.19
H -0.31 -0.78 3.34  0.11
C 1.02 3.87 -1.66  -0.19
H 5.01 -0.12 1.53  0.11
H 0.26 -1.72 1.88  0.13
H -5.97 -1.47 3.65  0.09
C -3.34 -1.57 2.47  -0.18
O -1.30 -2.61 -0.48  0.07
H 0.82 2.79 -2.01  0.12
H -4.08 -2.47 2.48  0.12
C -3.77 -0.65 3.70  -0.15
H -0.21 1.67 2.85  0.10
H -6.77 -1.52 -4.01  0.11
H -5.49 2.58 -2.40  0.07
C -0.99 0.02 1.31  -0.10
H 6.76 -1.95 0.70  0.08
C -0.66 -1.17 2.32  -0.17
C 4.80 -2.93 -0.03  -0.21
H 1.81 2.85 0.16  0.08
C 6.53 -3.92 1.73  -0.13
F 3.95 -7.53 -3.05  -0.26
C -5.27 -0.75 4.19  -0.03
H -6.29 -3.59 -2.51  0.10
C -3.28 -1.58 -1.62  -0.02
C -1.87 -2.20 2.58  -0.19
C -1.68 3.85 -1.44  -0.16
C -5.55 -2.73 -2.48  -0.04
H -1.79 0.53 4.13  0.05
H 6.92 -4.95 1.41  0.07
C 4.39 1.92 0.71  -0.21
C 3.82 -0.51 -0.32  -0.22
H 3.87 -2.15 -1.95  0.11
C -1.82 1.14 -1.03  0.01
C 1.96 3.87 -0.33  -0.20
H 7.28 -3.48 2.49  0.06
H 4.20 -2.72 0.93  0.09
H 7.01 -3.35 -0.47  0.11
H -0.65 3.78 1.30  0.11
H -0.33 5.50 -2.37  0.11
H -3.56 -1.00 1.51  0.11
C -1.47 2.56 -0.53  -0.11
H 3.69 4.59 -1.68  0.10
C -5.82 -1.50 -3.38  -0.01
H -5.21 1.74 6.98  0.08
H -1.75 -2.57 3.67  0.12
H -4.12 -3.68 -0.89  0.12
O -6.40 0.68 -5.35  -0.41
F 4.77 -4.77 -3.34  -0.25
F 6.03 -6.45 -1.34  -0.26
H -5.88 3.54 -4.02  0.08
H 5.50 -4.00 2.24  0.07
C -0.65 1.48 1.81  0.00
C 6.36 -2.98 0.41  -0.25
H 5.91 0.33 -0.01  0.11
H -7.04 2.29 -3.34  0.08
H -2.47 4.52 -0.93  0.12

Properties
net charge = -1
HOMO-LUMO gap = 7.52 eV

=====

A structure of composition C37H46N3P2ReSSi in a non-equilibrium geometry. Source: the OMol25 dataset; level of theory: ωB97M-V/def2-TZVPD.

Last column: Löwdin spin population.
Cartesian coordinates (Å):
H -0.59 -3.93 -1.35  0.00
H -5.62 5.74 5.20  0.00
H -0.64 -2.56 1.80  0.01
H 2.75 3.21 3.21  0.00
C 1.53 0.89 -2.60  0.07
H 1.35 6.44 0.77  0.00
C -1.81 2.77 -1.14  -0.01
N -0.02 -0.82 -1.85  0.35
C 2.08 3.59 2.45  0.00
H -0.59 -1.62 -4.90  0.00
H -3.79 0.13 3.60  0.00
C -3.18 3.90 -3.28  0.00
H -6.08 -0.71 3.96  0.00
Si -1.36 -1.88 -2.55  0.03
H -3.93 2.11 2.00  0.00
H -1.57 -2.92 -0.28  0.01
C 0.19 -2.61 3.77  0.00
C -1.08 -2.40 -4.32  0.00
C -3.20 2.66 -1.21  0.00
C -0.48 -2.01 2.72  0.01
H -5.67 6.21 3.48  0.00
H -0.03 3.47 -2.14  0.00
H -2.05 -2.59 -4.77  0.00
C 2.83 -1.00 -4.18  0.00
H -3.29 5.09 3.06  0.00
P -1.95 -0.10 1.45  0.03
C -0.82 -0.02 4.06  0.00
C 0.27 3.24 0.89  0.01
C -4.29 -0.44 2.82  0.00
H -3.76 -1.66 -0.32  0.00
H 1.07 1.72 2.19  0.00
C -4.27 -1.45 0.62  0.00
H 2.42 -1.27 1.09  0.00
H -3.71 4.35 -4.10  0.00
C 1.06 -0.45 -2.62  0.06
H -4.96 3.18 -2.32  0.00
C -1.79 3.97 -3.23  0.00
H -2.97 3.43 1.35  0.00
C -6.20 -1.67 2.03  0.00
H -2.68 0.10 -3.23  0.00
H 2.45 -1.53 -0.53  0.00
C 2.16 4.92 2.04  0.00
C -1.47 -3.29 -1.30  0.02
H 2.82 -0.06 0.07  0.01
H -7.20 -2.05 2.20  0.00
Re 0.00 -0.20 0.06  2.11
C -0.15 -0.63 5.11  0.00
H -1.18 0.99 4.18  0.00
C -3.46 4.29 3.78  0.00
C 3.27 0.32 -4.16  0.10
C -3.64 -0.70 1.61  0.00
H -2.33 -3.93 -1.50  0.00
H 0.57 -3.62 3.67  0.00
H 3.35 -1.73 -4.79  0.00
C -1.00 -0.71 2.87  0.00
H -1.57 3.31 3.51  0.00
C -3.88 3.24 -2.27  0.00
H -3.20 4.64 4.77  0.00
C -5.57 -0.91 3.02  0.00
C -2.79 -0.66 -2.46  0.02
H -0.02 -0.10 6.04  0.00
H 1.45 -2.43 -3.39  0.00
C 0.34 4.58 0.50  0.00
C 2.62 1.26 -3.36  0.00
C -5.55 -1.93 0.84  0.00
H -2.81 -0.15 -1.49  0.01
H 0.97 1.62 -2.03  0.00
H 2.95 2.29 -3.36  0.00
N 2.19 -0.85 0.19  0.05
H 4.11 0.62 -4.77  0.00
C 1.29 5.41 1.08  0.00
C -2.63 3.06 3.43  0.00
H 0.84 -2.40 5.80  0.00
C -1.11 3.41 -2.17  0.00
H -3.76 -1.15 -2.62  0.00
H 2.90 5.57 2.49  0.00
C 0.34 -1.93 4.97  0.00
H -6.03 -2.53 0.08  0.00
H -1.25 4.47 -4.01  0.00
H -0.50 -3.31 -4.41  0.00
H -7.02 5.32 4.20  0.00
C 1.75 -1.39 -3.42  0.06
C -5.94 5.45 4.20  0.00
N -1.95 1.62 1.47  0.02
H -3.76 2.14 -0.45  0.00
C 1.15 2.75 1.87  0.01
H -2.86 2.28 4.16  0.00
S -5.23 3.86 3.75  0.00
P -0.89 2.05 0.22  0.01
H -0.35 4.98 -0.22  0.00
C -2.94 2.57 2.02  0.00

Properties
energy above the lowest of the compared OMol25 structures with the same formula, charge and spin = 29.5 kcal per mole
multiplicity = 4
<S²> = 3.80
net charge = +3
HOMO-LUMO gap (spin up / spin down) = 4.64 / 3.57 eV

=====

A structure of composition C37H47BN7RuS4 in a non-equilibrium geometry. Source: the OMol25 dataset; level of theory: ωB97M-V/def2-TZVPD.

Last column: Löwdin spin population.
Cartesian coordinates (Å):
H 0.42 4.61 1.65  0.00
C -0.48 2.66 1.69  0.00
H -1.81 6.55 -5.15  0.00
S 1.07 -0.58 -3.77  -0.01
H -2.53 -3.71 -3.01  0.00
H 0.45 -2.34 2.21  0.00
C -1.53 -3.98 1.07  0.00
C 5.66 -0.46 -0.98  0.00
H -2.02 -1.42 2.62  0.00
H 2.85 2.62 2.44  0.00
C 1.10 -2.01 3.02  0.00
C 3.18 -0.05 -0.94  0.01
H 2.33 5.56 0.07  0.00
H -0.35 7.48 -3.40  0.00
C 4.14 -1.43 0.77  0.00
C 1.40 3.85 -0.83  0.02
C -1.49 4.52 -4.56  0.04
C 2.86 -3.71 2.49  0.00
H -4.73 -1.27 1.11  0.00
C -3.54 -4.22 -0.41  0.00
H 0.52 3.77 3.22  0.00
H -1.86 -4.82 1.66  0.00
H -4.00 -3.32 0.00  0.00
H -4.08 1.52 3.43  0.00
N -0.19 -1.14 -1.50  0.00
N -0.78 -2.03 -0.72  0.00
C -3.33 0.16 1.90  0.00
H 4.51 -1.78 3.54  0.00
H -1.79 -5.61 -1.97  0.00
H -3.18 -1.22 0.25  0.00
H -3.91 -4.37 -1.42  0.00
H -5.29 0.49 2.71  0.00
C -1.31 5.89 -4.46  -0.01
C 2.85 3.30 1.60  0.00
C 2.85 -1.53 1.33  0.00
C -1.07 -2.22 -3.46  0.00
H -1.93 -3.07 1.50  0.00
H 0.86 -2.58 3.91  0.00
H 2.27 -4.13 1.68  0.00
H -1.70 -6.26 -0.34  0.00
C -0.17 -1.32 -2.85  0.00
H 5.68 -0.86 -2.00  0.00
N 1.97 -0.31 -0.40  0.01
N -0.18 0.82 0.13  0.00
C 0.19 5.59 -2.58  0.00
C 3.46 -1.62 3.74  0.00
C 0.31 1.95 0.80  -0.01
H -2.46 -0.24 3.85  0.00
C -1.42 -5.42 -0.96  0.00
C -3.94 -0.63 0.74  0.00
Ru 1.01 1.42 -2.67  0.84
C -2.83 -0.80 2.99  0.00
H -2.35 2.62 2.72  0.00
C -4.40 1.08 2.50  0.00
C -2.01 -4.13 -0.37  0.00
H -2.12 4.09 -5.32  0.00
H 3.22 -2.08 4.69  0.00
H -1.97 -2.94 -5.25  0.00
C -1.52 -2.99 -1.23  0.00
H -4.37 0.06 0.01  0.00
H 5.89 0.60 -1.06  0.00
H 2.60 -4.23 3.40  0.00
C 4.32 -0.66 -0.37  0.00
C -2.11 0.90 1.42  0.00
H -4.68 1.86 1.80  0.00
H 4.98 -1.91 1.24  0.00
H 1.22 7.14 -1.48  0.00
C 0.03 4.18 -2.68  -0.01
C -1.15 -2.30 -4.94  0.00
H -3.86 -5.07 0.19  0.00
H 3.91 -3.89 2.28  0.00
B 0.56 0.09 -0.92  -0.01
N 0.64 3.32 -1.82  -0.02
S 1.92 2.51 0.25  0.01
H -0.22 -2.72 -5.34  0.00
H 0.89 -0.96 3.21  0.00
H 2.46 4.26 1.89  0.00
H -0.44 -3.94 1.09  0.00
H -0.33 -5.36 -1.00  0.00
H -1.27 -1.31 -5.37  0.00
C 1.06 6.08 -1.57  0.02
S -0.96 1.93 -3.84  0.08
H 6.43 -0.96 -0.39  0.00
N -1.39 0.34 0.49  -0.01
C -1.80 -3.02 -2.61  0.00
H 3.28 -0.55 3.83  0.00
N 1.82 -1.00 0.72  0.00
H -1.00 4.46 2.67  0.00
H 3.87 3.41 1.21  0.00
C -0.81 3.66 -3.69  -0.01
C -1.71 2.11 2.03  -0.01
H -3.65 -1.43 3.32  0.00
S 3.33 1.12 -2.20  0.01
C 1.67 5.20 -0.70  0.00
C -0.10 3.95 2.34  0.00
C -0.49 6.42 -3.48  0.03
C 2.56 -2.22 2.64  0.00

Properties
multiplicity = 2
<S²> = 0.78
net charge = +2
HOMO-LUMO gap (spin up / spin down) = 5.04 / 4.96 eV

=====

A structure of composition C37H47F24N3O4 in a non-equilibrium geometry. Source: the OMol25 dataset; level of theory: ωB97M-V/def2-TZVPD.

Last column: Löwdin charge in e.
Cartesian coordinates (Å):
F -4.53 8.12 -1.88  0.10
H -1.55 -3.39 -1.22  0.12
F -8.38 4.21 -3.08  0.14
F -5.11 3.44 -2.16  0.09
H 4.94 5.71 -4.01  0.18
O -4.66 -3.41 -1.56  -0.08
C 8.15 1.75 -0.44  -0.06
F 0.60 -10.04 5.53  0.10
H -0.89 0.60 -2.11  0.10
C -0.30 -0.32 0.17  -0.08
C 2.09 -0.62 0.35  -0.13
C -7.06 4.48 -2.96  -0.55
C 2.74 3.63 -1.40  -0.06
H 1.26 -4.52 0.53  0.10
F -6.58 4.74 -4.19  0.15
F -2.55 6.71 -2.94  0.10
H -2.60 -1.53 0.93  0.11
H -1.91 -3.08 1.35  0.11
H 6.47 -1.06 0.22  0.12
H -0.50 -4.39 0.67  0.09
C 0.53 5.04 -1.39  -0.29
H 8.33 2.76 -0.82  0.07
H -4.00 7.24 -4.20  0.17
C 3.53 4.12 -3.65  -0.55
C 4.36 -0.87 0.49  -0.24
C 5.81 0.79 -0.71  -0.20
H 7.74 1.84 0.57  0.07
F -4.44 6.05 -1.16  0.14
C 1.91 4.75 -0.78  -0.38
O -6.92 5.54 -2.11  0.05
C -0.25 -9.18 6.14  -0.31
H -6.91 2.94 -1.44  0.18
F -2.18 -6.41 6.35  0.15
C -6.28 6.73 -2.49  -0.04
H -2.36 0.31 0.38  0.11
H -2.73 2.40 -1.38  0.07
H -3.72 1.12 -2.08  0.07
F -3.95 5.28 -3.83  0.09
N 2.97 -2.80 0.85  0.15
H 5.50 1.76 -0.30  0.11
F -4.30 -6.05 6.04  0.14
H -0.20 -4.98 2.91  0.05
C 0.58 -2.54 0.72  -0.12
F 4.37 3.24 -4.25  0.14
C 3.89 5.51 -4.18  -0.29
H -3.99 -6.72 3.61  0.18
H -2.61 -2.00 -1.41  0.10
H 2.17 1.73 -0.79  0.06
C -3.62 -3.73 -0.63  -0.26
H 2.09 3.33 0.89  -0.01
C 0.57 -4.30 2.56  -0.07
F -2.08 -7.28 3.65  0.10
H -2.44 1.87 -3.04  0.08
F 2.28 3.77 -4.00  0.16
F -2.73 -5.22 4.00  0.09
F 1.63 4.34 0.50  0.03
C 0.97 0.22 0.09  -0.10
F 3.13 6.44 -3.58  0.11
C 4.16 -2.26 0.77  -0.06
C -1.46 0.58 -0.16  -0.19
C -2.79 -8.94 6.71  -0.04
H 0.45 2.05 -0.91  0.09
H -2.42 -8.40 7.58  0.15
C -2.70 1.53 -2.04  -0.13
F 2.62 5.89 -0.70  0.16
H -4.30 -3.53 -2.44  0.08
F -1.62 -10.93 6.71  0.10
H -3.49 -9.70 7.06  0.15
C -3.07 -6.52 4.15  -0.28
C 5.74 -0.27 0.40  -0.13
H -1.22 1.61 0.15  0.10
F 0.67 5.45 -2.67  0.10
O 3.75 4.02 -2.31  0.06
C -0.50 -1.71 0.51  -0.10
C -1.67 -9.74 6.04  -0.44
H 1.55 1.97 1.90  0.09
F -0.06 6.03 -0.68  0.11
H 3.28 3.19 -0.57  0.14
C -2.38 -2.85 -0.76  -0.16
H 2.09 2.85 -1.82  0.12
O -3.57 -8.11 5.87  0.05
C -3.25 -6.81 5.65  -0.55
F -0.17 -7.98 5.52  0.10
H 9.11 1.24 -0.36  0.07
C -1.89 -2.29 0.59  -0.15
H 0.38 3.08 1.19  0.10
H -0.10 4.15 -1.35  0.16
C -3.81 6.55 -3.38  -0.30
C 6.94 1.75 -2.68  -0.09
H 0.05 -9.07 7.18  0.17
F 3.63 5.53 -5.51  0.10
H 1.56 -4.72 2.78  0.07
C 1.23 1.67 -0.24  -0.19
C 1.32 2.57 1.01  -0.08
H 7.61 0.02 -1.61  0.13
H 5.03 -2.91 0.92  0.11
H -6.50 7.00 -3.52  0.15
C 0.45 -4.01 1.05  -0.19
H 6.39 2.67 -2.47  0.07
H -6.72 7.49 -1.85  0.15
H 6.38 1.15 -3.39  0.08
F -1.97 -9.99 4.75  0.14
C -6.42 3.21 -2.38  -0.28
H 0.50 -3.37 3.13  0.08
C 7.18 0.99 -1.37  -0.43
H -4.07 -3.61 0.36  0.12
N 3.33 -0.08 0.30  0.19
F -6.54 2.21 -3.27  0.10
C -4.77 6.82 -2.21  -0.44
C 1.90 -1.99 0.65  -0.15
H 5.08 0.52 -1.48  0.11
N -1.76 0.50 -1.60  -0.09
H -3.34 -4.79 -0.76  0.11
H 7.89 2.03 -3.16  0.08
H 5.99 0.18 1.37  0.12

Properties
HOMO-LUMO gap = 8.31 eV